Entry 1:
18
Properties=species:S:1:pos:R:3:forces:R:3:mulliken_charge:R:1 method="wB97M-V/def2-TZVPD" orbital_gap_ev=9.0 smiles="CNN(C=S)C1CC1" relative_energy_ev=2.406 charge=0
C 0.08117 -0.00872 2.07299 -0.2892 0.0431 -0.2231 -0.8034
N -0.13482 1.07669 1.11203 -0.8738 0.0641 0.1973 -0.6075
N 0.42212 0.82700 -0.14058 0.2743 -0.1538 -0.5157 0.3773
C 1.59474 1.40996 -0.40051 0.4341 0.1917 -0.5175 -0.1536
S 2.50314 1.26849 -1.77744 -0.3897 -0.0531 0.4697 -0.3417
C -0.24466 0.05373 -1.16269 -0.2362 -0.2286 0.3594 -0.2820
C -1.44101 -0.78900 -0.83820 -0.0943 -0.0182 0.5505 -0.6385
C -0.14141 -1.43822 -1.20980 0.3325 -0.2459 -0.4797 -0.4530
H -0.34064 -0.97352 1.76135 0.0973 0.0748 0.0786 0.2796
H 1.14656 -0.12581 2.24445 0.1084 0.0036 -0.0152 0.2767
H -0.38502 0.30023 3.00351 -0.0327 -0.0469 0.1474 0.3675
H -1.13738 1.26972 0.97476 0.6962 -0.1349 0.1765 0.2914
H 1.91186 2.05271 0.41652 -0.0095 -0.0530 0.0548 0.3311
H -0.24225 0.55045 -2.10690 0.0479 0.3445 -0.4302 0.4738
H -2.23694 -0.81437 -1.56623 -0.1044 0.0956 0.0616 0.2616
H -1.75366 -0.86989 0.21066 0.0399 0.0280 -0.5946 0.1567
H 0.42393 -1.86912 -0.39957 0.0794 -0.2233 -0.0008 0.2251
H -0.02573 -1.92034 -2.19434 -0.0802 0.3124 0.6812 0.2388

Entry 2:
49
Properties=species:S:1:pos:R:3:forces:R:3:mulliken_charge:R:1 method="wB97M-V/def2-TZVPD" orbital_gap_ev=8.0 relative_energy_ev=22.093 charge=0
C -1.26893 2.96464 3.92981 -1.3010 6.6045 -2.4231 -0.9504
H -0.70623 2.24895 4.34699 2.2226 -2.1286 1.2020 0.3611
H -2.28026 2.75036 3.87711 -2.2052 -0.4876 1.1959 0.4623
H -1.10477 4.05662 4.23681 -0.2430 -1.9010 0.6733 0.2691
O -1.10165 3.22485 2.46666 1.6466 -2.6199 1.8856 -0.4246
C -1.25479 1.98283 1.89334 2.4590 0.1192 0.4321 0.5196
C -0.65810 0.68070 2.18193 1.3965 2.4305 -3.7413 0.2622
C -0.84353 -0.20271 1.07571 2.6109 -3.9361 5.1313 -0.5867
C -1.71040 -0.05478 0.04850 -0.5700 -4.8344 -2.3929 0.1432
C -2.40461 1.07158 -0.14775 -0.0228 4.2127 -0.1063 -0.1278
C -1.88557 2.11744 0.75263 -7.2084 2.4308 -4.9462 -0.1647
H -2.44669 3.21555 0.60116 1.7968 -2.9618 0.3453 0.1197
H -3.20537 1.31713 -1.00076 2.1858 -0.7856 2.1258 0.3200
C -1.87538 -1.30131 -0.87088 -3.9445 14.3527 1.0402 -0.0918
C -1.59561 -2.45814 -0.89463 8.5844 -15.0409 7.5435 0.9257
C -2.05363 -3.14306 -1.92014 -4.2195 0.3793 -9.2162 0.1117
N -2.81445 -2.19473 -2.69759 2.6746 -2.1776 3.0992 -0.6671
O -2.64426 -1.04885 -1.92188 -1.2927 0.8371 -1.7295 -0.2586
C -1.84479 -4.50023 -2.71311 2.0134 -0.8548 10.3899 -1.2187
H -2.36977 -5.24901 -1.82152 0.9178 1.4485 -3.0801 0.2610
H -2.34980 -4.44080 -3.58038 -1.0660 -0.2893 -3.1300 0.4541
H -0.73579 -4.82711 -2.45217 -2.1206 0.7203 -1.8515 0.2412
H -0.93474 -3.14380 -0.04764 -1.8095 2.5469 -2.2955 0.1420
H -0.27794 -1.34793 1.45542 -1.6030 3.6894 -1.9176 0.1258
S 1.11704 0.66780 2.71794 -8.6325 -10.9775 12.8735 1.0011
O 1.23053 -0.95594 2.83540 0.8618 5.8430 -0.9093 -0.7563
O 0.83412 1.17868 4.20755 3.2199 -0.4738 -5.1395 -0.7703
N 2.19511 1.24723 1.78340 2.1534 1.1327 7.4315 0.3304
C 1.83722 0.88479 0.65404 -3.1903 1.0109 -15.3087 -0.6455
C 1.38304 1.76727 -0.41056 1.5050 3.9508 1.9255 0.0848
C 1.25967 1.43332 -1.79168 -2.2315 4.9573 3.9557 -0.7511
C 1.27248 0.20686 -2.14655 4.6144 -8.8020 3.8602 1.5345
C 1.77914 -0.87460 -1.16888 0.1621 3.9528 1.1717 0.6161
C 1.90344 -0.36042 0.17476 2.4983 -6.7030 -1.6399 -0.0590
H 2.30312 -1.08386 0.92961 -0.4303 0.3549 -0.8384 0.3529
C 2.12418 -2.35429 -1.57021 -15.5269 5.6320 9.5386 -1.9639
H 1.01451 -2.56690 -2.06767 2.8476 -0.5811 1.1660 0.1099
H 2.76225 -2.59171 -2.09820 11.3703 -3.1916 -9.8720 0.7637
H 2.25779 -2.86595 -0.62354 -0.3826 -0.3778 0.0759 0.3633
C 1.12191 -0.37152 -3.37935 -7.0387 1.2158 -4.4595 -1.5227
H 1.72635 -1.01409 -3.90230 2.6119 -0.6659 -0.9529 0.3825
H 0.25053 -1.16882 -3.25522 0.8386 1.6463 -0.4017 0.2009
H 0.66845 0.54263 -4.00293 0.9555 -2.4417 0.1400 0.1894
H 0.70044 2.16010 -2.36818 0.6726 0.3364 -0.5118 0.3318
H 1.37260 2.99110 -0.16272 -0.2097 -3.5513 -0.7812 0.0076
C 2.22780 2.56618 2.09446 1.1289 5.7773 3.9780 -1.4481
H 3.05351 2.91084 1.59819 1.6493 1.7489 -2.0542 0.6941
H 1.30227 3.21231 2.00181 0.9770 -0.9738 -0.1712 0.3691
H 2.66955 2.72077 3.15324 -1.3263 -0.5738 -1.3101 0.3563

Entry 3:
111
Properties=species:S:1:pos:R:3:forces:R:3:mulliken_charge:R:1 method="wB97M-V/def2-TZVPD" orbital_gap_ev="5.6 / 5.6" s2=3.823 relative_energy_ev=0.423 multiplicity=4 charge=+2
Cr 0.87995 -1.03661 -2.03142 0.0996 -0.5531 -0.0606 -0.3208
C 3.91503 -2.47827 1.86236 -0.0001 -0.0147 0.0226 -1.7576
C 2.68279 -1.63549 1.94553 -0.0585 -0.0190 0.1813 -0.9264
C 1.89408 -1.57751 3.05912 0.1488 -0.0035 -0.0732 -0.1075
C 0.69643 -0.81319 3.08567 -0.0390 0.0544 0.0202 -0.0053
N 0.34981 -0.08308 2.06253 -0.2092 -0.0071 0.1298 -1.1507
N 1.14791 -0.10782 0.99071 0.2476 -0.1244 -0.2950 1.6856
B 0.82716 0.88295 -0.07447 -0.0794 0.2512 -0.0125 -0.4992
N -0.59871 1.22640 -0.38517 -0.0425 -0.0224 0.0726 0.7111
N -0.73005 2.21155 0.53604 -0.0123 0.0663 0.0282 -0.8676
C -1.88677 2.77915 0.69569 -0.0211 -0.0109 -0.0253 -0.2470
C -2.99507 2.34945 -0.09168 0.0377 -0.0300 -0.0057 -0.5781
C -2.86428 1.37792 -1.03202 -0.0614 0.0128 0.0220 0.5899
C -4.00315 0.92553 -1.88818 0.0097 0.0145 0.0120 -1.5889
C -1.56730 0.78161 -1.20353 0.0505 -0.0752 -0.0837 0.4248
S -1.36780 -0.38707 -2.43431 0.1388 0.2332 0.2356 0.2750
C -2.01386 3.89231 1.71459 -0.0017 -0.0050 0.0036 2.4377
C -0.68291 4.12882 2.42515 0.0092 -0.0058 0.0040 -1.7904
C -3.08867 3.49983 2.73890 0.0027 -0.0125 0.0132 -1.4009
C -2.43933 5.17161 0.97864 0.0011 -0.0010 -0.0041 -1.8027
N 1.90498 1.87733 -0.38592 -0.0417 -0.0610 -0.0125 1.1584
N 2.51083 2.42396 0.67821 0.0044 0.0255 0.0081 -0.7173
C 3.40292 3.34724 0.43980 0.0032 -0.0271 0.0037 0.0191
C 3.71282 3.73416 -0.89668 -0.0101 -0.0056 0.0005 -0.4079
C 3.11816 3.14215 -1.97134 -0.0170 -0.0018 -0.0168 0.0069
C 3.42990 3.47702 -3.39229 0.0023 -0.0130 -0.0117 -1.8544
C 2.17549 2.12687 -1.66468 0.0608 0.0655 0.0405 1.3169
S 1.29371 1.20650 -2.80973 0.0195 0.0725 -0.1220 -0.3482
C 4.08744 4.00519 1.62162 -0.0494 0.0256 0.0121 2.0804
C 3.73780 5.50215 1.59748 0.0189 -0.0240 0.0062 -1.5198
C 5.60474 3.81944 1.48285 0.0171 0.0023 -0.0105 -1.6777
C 3.61347 3.39316 2.93897 0.0251 -0.0153 -0.0179 -1.6391
C 2.22928 -0.89258 0.82840 -0.0188 -0.0495 -0.0899 1.2904
S 2.92849 -0.99395 -0.74238 -0.0561 0.0796 0.1595 -0.4485
C -0.19610 -0.80164 4.31182 -0.0222 -0.0101 -0.0099 1.9912
C -1.42951 0.06871 4.07827 0.0291 0.0258 0.0019 -1.6457
C -0.63701 -2.24182 4.61235 -0.0072 0.0026 -0.0071 -1.7249
C 0.61054 -0.23956 5.49212 0.0112 0.0077 -0.0099 -1.6369
H 4.35392 -2.60575 2.85024 -0.0128 -0.0189 -0.0047 0.4936
H 4.65659 -2.04001 1.19746 0.0091 0.0149 0.0115 0.4311
H 3.66600 -3.46680 1.47022 0.0099 0.0167 -0.0420 0.3058
H 2.17246 -2.14404 3.93886 0.0021 -0.0004 -0.0103 0.5945
H -3.95982 2.81593 0.05869 0.0103 0.0083 -0.0010 0.4980
H -4.92059 1.43414 -1.60111 -0.0021 -0.0037 -0.0052 0.4814
H -4.15063 -0.15381 -1.80602 -0.0070 0.0005 -0.0001 0.1573
H -3.79656 1.13761 -2.93968 0.0010 -0.0165 0.0050 0.4560
H -0.33683 3.23103 2.93998 -0.0079 0.0025 0.0041 -0.0350
H -0.80644 4.92493 3.15947 0.0010 -0.0060 -0.0005 0.6063
H 0.09354 4.42943 1.71983 0.0126 0.0064 -0.0012 0.3161
H -2.82270 2.57849 3.26049 -0.0106 0.0291 -0.0150 0.0918
H -4.06688 3.36293 2.27588 -0.0012 0.0004 0.0059 0.3781
H -3.18697 4.29383 3.47951 0.0006 -0.0048 -0.0039 0.4887
H -1.70000 5.46138 0.22946 -0.0045 0.0000 0.0067 0.3597
H -2.53151 5.98634 1.69697 -0.0033 0.0017 -0.0051 0.4809
H -3.40533 5.05927 0.48390 0.0055 0.0024 0.0012 0.3671
H 4.45539 4.50489 -1.05872 -0.0054 -0.0073 0.0021 0.4964
H 4.12632 4.30983 -3.45062 -0.0002 -0.0010 -0.0041 0.4253
H 2.52050 3.73667 -3.93649 0.0069 0.0087 0.0046 0.3866
H 3.87070 2.61361 -3.89509 -0.0089 0.0053 0.0001 0.3862
H 4.06368 5.98624 0.67539 0.0030 0.0091 0.0109 0.3643
H 4.23765 6.00367 2.42626 -0.0039 -0.0014 -0.0037 0.4714
H 2.66282 5.65542 1.70695 -0.0076 0.0057 0.0006 0.2507
H 6.00293 4.30877 0.59239 -0.0023 -0.0113 0.0083 0.3500
H 5.87356 2.76207 1.44554 -0.0039 0.0037 0.0053 0.3414
H 6.10037 4.26294 2.34639 0.0035 0.0027 -0.0090 0.4668
H 2.53791 3.51262 3.07144 -0.0057 -0.0021 -0.0002 0.1551
H 4.12005 3.89350 3.76432 -0.0045 -0.0035 -0.0082 0.4972
H 3.84729 2.32820 2.98968 -0.0054 0.0122 0.0069 0.3195
H -2.02251 -0.29475 3.23781 -0.0039 0.0013 -0.0004 0.3523
H -1.14854 1.10364 3.87600 0.0030 -0.0324 0.0015 0.0087
H -2.05288 0.05115 4.97245 0.0045 -0.0054 -0.0024 0.5333
H -1.19683 -2.66367 3.77544 0.0025 -0.0020 0.0079 0.3590
H -1.28630 -2.24273 5.48795 0.0028 -0.0067 -0.0030 0.4648
H 0.20580 -2.89930 4.83160 0.0039 0.0105 -0.0043 0.3558
H 0.94190 0.78093 5.28934 -0.0025 -0.0066 0.0069 0.2878
H 1.48788 -0.84720 5.72138 -0.0138 0.0022 -0.0022 0.3721
H -0.01720 -0.22199 6.38311 0.0045 -0.0001 -0.0013 0.4746
Br 3.40633 -4.40347 -2.33219 -0.0138 0.0058 -0.0183 -0.0728
C 4.09763 -3.30140 -3.73651 0.0043 -0.0594 0.0177 -0.6508
Br 2.99017 -1.77661 -4.22263 -0.0832 0.1172 0.0659 -0.0734
H 4.18142 -3.90377 -4.63088 -0.0005 0.0033 -0.0137 0.4651
H 5.05112 -2.90003 -3.42259 0.0087 0.0105 -0.0047 0.4231
Cl -4.39876 -4.35067 -1.11173 -0.0150 0.0303 0.0120 -0.1959
C -4.68534 -3.28730 -2.45254 -0.0166 -0.0074 -0.0287 0.9556
C -5.96268 -2.78793 -2.64314 0.0235 -0.0154 0.0254 -0.6393
C -6.20729 -1.89314 -3.67248 0.0650 0.0345 -0.0648 -0.5779
C -5.17140 -1.50685 -4.51020 -0.1239 -0.0027 0.0349 -0.6589
C -3.90968 -2.03784 -4.31791 0.0283 0.0790 -0.0900 0.9467
Cl -2.62546 -1.55898 -5.39500 -0.0228 -0.0068 -0.0905 -0.1734
C -3.62340 -2.94344 -3.29581 0.0045 -0.1572 0.1201 -1.3877
N -2.32176 -3.40473 -3.07425 -0.0763 -0.0380 -0.0296 0.6394
C -2.02243 -4.81154 -3.05951 -0.0275 -0.0230 0.0261 -0.0927
C -2.53474 -5.68624 -4.00271 -0.0067 0.0303 -0.0472 -0.2446
C -2.15600 -7.02139 -3.98666 0.0013 0.0006 -0.0004 -0.7546
C -1.25417 -7.47627 -3.03677 -0.0028 0.0414 0.0220 -0.6385
C -0.75390 -6.59844 -2.08399 -0.0276 -0.0579 0.0042 -1.1531
C -1.14648 -5.26801 -2.07795 0.0620 -0.0342 -0.0035 0.3119
C -0.74725 -4.33678 -0.97123 -0.0485 0.0500 0.0087 -0.7001
C -0.03366 -3.09943 -1.38370 -0.1388 -0.0373 0.1775 1.1905
O 0.14088 -2.13723 -0.55652 0.0106 0.1142 -0.0286 -0.6002
O 0.41533 -2.86692 -2.54817 0.1018 0.0970 -0.1276 -0.5583
H -6.75491 -3.09898 -1.97611 0.0119 -0.0008 -0.0028 0.4607
H -7.20334 -1.50223 -3.82627 0.0036 -0.0018 -0.0002 0.4475
H -5.34019 -0.81523 -5.32377 0.0036 -0.0035 -0.0071 0.4829
H -1.66945 -2.93296 -3.68650 0.0029 -0.0034 -0.0367 0.2295
H -3.22463 -5.31758 -4.75285 0.0023 -0.0079 0.0037 0.4949
H -2.55822 -7.70306 -4.72402 0.0003 0.0048 0.0034 0.4301
H -0.95149 -8.51457 -3.02824 0.0028 0.0093 0.0030 0.4348
H -0.07380 -6.96121 -1.32173 -0.0057 0.0050 -0.0106 0.4409
H -0.14383 -4.83411 -0.20764 0.0565 -0.0266 -0.0517 0.7051
H -1.65062 -3.97350 -0.46747 0.0573 -0.0112 0.0612 0.1985

What did we get for molecular weight? Answer: 130.22 386.47 1075.64 u, in the order shown.
What did we get for strongest force on any atom? Answer: 0.90 19.07 0.57 eV/A, in the order shown.
What did we get for total energy? Answer: -704.1354 -1583.2640 -10496.7943 a.u., in the order shown.